11
Properties=species:S:1:pos:R:3:lowdin_charge:R:1 method="wB97M-V/def2-TZVPD" energy_ev=-20041.7350 gap_ha=0.315
C 1.86791 -1.17263 -0.83498 -0.015
H 0.97623 -1.66212 -1.75041 0.197
H 3.09474 -1.54979 -0.53115 0.150
H -2.19369 -1.00865 0.63786 0.096
S 0.40799 2.52635 0.45205 0.620
N 1.58573 -0.16320 0.06540 0.053
C -0.25886 0.97009 0.28793 -0.969
N -1.43568 0.71841 1.06629 -0.023
O 0.11538 -0.07128 -0.29665 -0.165
H -2.05072 1.58848 0.74314 0.158
O -2.10903 -0.17566 0.16052 -0.102



82
Properties=species:S:1:pos:R:3:lowdin_spin:R:1 method="wB97M-V/def2-TZVPD" charge=-1 energy_ev=-170037.9447 spin_multiplicity=2 gap_ha="0.259 / 0.228" s_squared=0.76
C -0.76420 1.30217 5.13615 0.000
C -0.56583 3.74246 -4.11854 -0.001
C 0.04989 1.41946 -3.92470 0.003
C -0.78781 3.60732 -5.47264 0.006
C -3.09084 -0.56537 -1.21484 0.001
H -1.64311 2.71776 -0.18563 0.000
S 0.65927 -0.05140 -3.18561 0.045
O 0.77141 -3.59777 -3.13767 0.000
C -0.40347 2.03133 4.01401 0.000
H -0.05221 0.31711 -5.75493 0.000
C -0.39437 -0.73933 3.92907 0.000
H 0.71036 -3.88912 0.84852 0.000
H -1.04843 -0.65971 5.96443 0.000
C -2.91151 3.21610 1.44978 0.000
C -3.75218 1.38354 2.74924 0.000
H -3.73046 -2.29576 -0.12170 0.000
C -0.15423 2.66607 -3.32493 0.004
H -2.82678 4.27805 1.25911 0.000
C 2.53664 -1.71999 2.71981 0.000
C 2.44986 -4.39327 1.99627 0.000
C -5.18341 -1.66594 -1.57084 0.000
H 2.41107 -5.43509 1.70588 0.000
H -0.78287 2.22382 -7.12533 0.000
Tc 0.85040 0.07797 -0.82388 0.795
C 1.51910 -2.18402 1.88424 -0.001
C -2.24724 2.32685 0.61626 0.000
C -3.98294 -1.57423 -0.88703 0.001
O 0.90512 -1.97742 -0.99505 0.041
C 4.94180 0.10651 0.08534 -0.001
C 0.01379 2.97314 -1.86373 0.006
H -5.88134 -2.45591 -1.32375 0.000
H -0.42238 3.11271 4.03488 0.000
H 2.94908 -1.69380 -2.64849 0.002
H -4.16700 3.44489 3.17506 0.000
O -1.45665 -2.29575 -2.12567 0.003
C 5.60754 -0.74659 -0.76971 0.011
F 5.21304 0.39228 2.41523 0.000
H 5.41053 -2.10103 -2.44641 0.000
H -1.19343 -2.48409 0.43903 0.000
C -0.02482 -0.01216 2.80071 -0.001
C 1.47551 -3.52571 1.52376 0.000
H -0.39778 -1.82280 3.89317 0.000
C 3.47295 -3.92914 2.80780 0.000
H -0.70926 4.69057 -3.61893 0.000
C -3.65925 2.74899 2.51853 0.000
O -0.36176 -4.27211 -0.73004 -0.001
H 0.20117 1.95022 1.96041 0.000
H -2.66562 1.10699 -2.49810 0.000
H 4.30957 -2.21466 3.80019 0.000
N -1.21555 -1.54728 0.85820 -0.006
H -4.80121 0.92568 -3.71655 0.000
H -3.15510 -0.56902 2.10482 0.000
H 4.23876 -4.60889 3.15990 0.000
H -4.33053 1.01155 3.58628 0.000
C -5.48434 -0.76562 -2.58296 0.000
F 5.50676 2.12859 1.16603 -0.001
N 2.93684 -0.34176 -1.09477 0.001
C 3.55973 -1.19055 -1.90927 0.009
C -3.09661 0.49459 1.91612 0.001
C -2.32710 0.95926 0.85122 0.006
C -0.76233 -0.08600 5.09199 0.000
C -4.57937 0.23195 -2.91593 0.000
P -1.56533 -0.27117 -0.28895 0.016
C -0.60404 2.36047 -6.06573 -0.001
O -0.21137 4.10594 -1.45767 0.012
C 3.56393 0.28323 -0.09940 0.013
H 2.57013 -0.67879 3.01503 0.000
H -6.41989 -0.85009 -3.12019 0.000
H 6.66898 -0.90464 -0.64118 0.001
C -3.38016 0.33533 -2.23089 0.001
O 0.33858 2.03591 -1.02182 0.056
C -0.03538 1.37498 2.84926 0.000
C 4.91345 -1.41328 -1.78084 -0.001
C 3.51563 -2.58904 3.16801 0.000
F 6.98119 0.55127 1.18741 0.000
H -1.10729 4.45742 -6.06085 0.000
H -1.05576 1.81469 6.04423 0.000
Se -0.08025 -3.11549 -1.85293 0.002
S 2.40539 1.18092 0.80614 -0.014
P 0.35414 -0.93712 1.26921 -0.008
C -0.19544 1.28910 -5.30206 0.005
C 5.65665 0.79376 1.20936 -0.001



27
Properties=species:S:1:pos:R:3:lowdin_charge:R:1 method="wB97M-V/def2-TZVPD" energy_ev=-22978.8656 gap_ha=0.295 smiles="Cp1c2c(c3ccccc31)=CCCC=2"
H 1.07624 -3.47417 -1.40034 0.044
C -2.34715 -1.01243 0.54453 -0.122
C -3.36465 0.03965 0.26727 -0.202
H -0.72893 -3.10179 -1.44340 0.064
C 2.99875 -0.76650 0.19982 -0.077
C 3.73710 0.42214 0.15710 -0.078
C 1.02825 0.67860 0.20549 -0.222
H -2.71275 -2.00611 0.67330 0.090
H 0.63285 -1.87689 -1.69170 -0.012
H 3.45042 -1.72953 0.22774 0.091
H -4.26608 -0.18754 0.83136 0.098
C 1.78495 1.77692 -0.02901 -0.042
C -0.40538 0.61791 0.11234 -0.159
H -2.94157 1.78116 1.40518 0.117
P 0.39613 -1.96895 0.56165 0.965
C -2.75515 1.44438 0.37863 -0.197
H -3.77057 -0.24796 -0.83943 0.159
H 4.85076 0.32657 0.34479 0.119
C 3.14611 1.69709 0.06614 -0.070
C -1.00562 -0.79659 0.46337 -0.313
C -1.32439 1.61955 0.02112 -0.034
H 3.70722 2.54905 0.04995 0.073
C 1.59852 -0.62052 0.26931 -0.334
H -0.94219 2.60582 0.02968 0.088
H -3.43133 2.17721 -0.14575 0.120
C 0.30068 -2.69665 -1.15388 -0.286
H 1.28776 2.74959 -0.10527 0.122



113
Properties=species:S:1:pos:R:3:lowdin_charge:R:1 method="wB97M-V/def2-TZVPD" energy_ev=-78564.1290 gap_ha=0.324
C -6.02196 0.90639 3.48818 -0.430
H -3.70267 3.59495 -4.75486 0.075
C 1.61999 -1.77388 1.58244 -0.423
H -3.36422 -0.57805 4.39389 0.081
H 1.86687 -6.55195 -1.23075 0.064
H -5.47191 0.74071 1.43688 0.112
C 9.46425 -1.02000 2.55263 -0.108
C -3.39899 -0.90085 3.34916 -0.096
O 2.64705 -3.69757 -2.41228 -0.209
H -0.28074 -4.24609 -2.91942 0.031
H -4.64712 5.43056 0.93615 0.074
H 2.20903 -1.05591 1.00005 0.136
H -3.89207 -0.13704 -4.92814 0.014
H -3.88696 5.01147 2.29634 0.076
H 2.65869 -7.20673 -2.67066 0.076
H 3.48367 -2.73818 2.05711 0.046
C -2.70775 -0.71769 -3.22645 -0.880
H 2.80259 -4.66800 -0.58394 0.063
H 0.11783 6.37156 -3.72020 0.092
H 3.22064 -5.11269 -3.82224 0.120
H 6.56037 -4.20405 2.23706 0.075
H 0.84996 -5.99484 -4.03981 0.133
H 9.00144 -2.19592 0.33233 0.121
N -4.24755 4.63509 1.42372 0.046
C -2.30762 4.86427 -5.53932 -0.433
H -2.38695 -1.14559 3.03325 0.056
C -2.69851 2.77239 1.29175 -0.063
C -5.29472 0.17395 2.35641 -0.230
H -6.38840 -0.92633 4.60552 0.077
H -3.30767 6.02590 -4.04590 0.122
H 6.62764 -2.96071 0.22040 0.130
O 8.58366 -0.57393 1.54152 -0.187
O -0.54008 -1.72153 2.80490 -0.233
C 0.49877 -0.95593 2.22787 -0.193
C -0.28630 -2.21927 4.10312 -0.095
H -5.48881 2.81444 2.93952 0.047
H -2.45032 -1.09512 -5.32468 0.078
H 3.89451 -3.32563 -0.87496 0.075
H 0.97444 -7.61108 -2.30980 0.074
H -3.47310 2.02359 1.14024 0.051
O -1.56655 5.76277 1.63918 -0.184
H 7.44855 -2.99456 3.14718 0.066
O -3.88866 0.11695 2.49390 -0.251
H 0.01329 4.43331 1.85286 0.089
C 3.42384 -4.19027 -1.34279 -0.121
C 8.15434 -1.56032 0.62524 -0.210
H -4.01435 -1.80407 3.27728 0.099
H -4.45054 2.09754 3.94246 0.061
C -2.85068 -0.32328 -4.66056 -0.209
H -1.25209 -2.37760 4.58282 0.084
C 2.32423 -4.59969 -3.44506 -0.209
H -3.49359 3.86496 -0.34735 0.136
H -2.35314 5.89911 -0.19705 0.121
C -3.65049 -0.87907 -2.30075 -1.027
H 10.15085 -1.78213 2.16946 0.090
C -1.98985 5.10590 0.46053 -0.208
H -1.20145 4.36494 3.14869 0.075
C -3.12079 4.09152 0.65730 -0.419
I -5.66632 -0.56302 -2.80431 0.827
N -5.44356 2.22265 3.76575 0.047
H 7.83260 -1.00751 -0.26088 0.123
N 1.12535 -2.77858 0.63950 0.063
F -2.60321 -2.69141 -0.66805 -0.405
H -0.51882 5.70462 -6.45117 0.078
C 7.34657 -3.45337 2.16323 -0.066
C 6.97934 -2.41829 1.10468 -0.433
H -0.28065 4.10308 -5.73839 0.065
H -5.18775 0.14306 5.34403 0.063
H -1.13296 4.63243 -0.03908 0.112
N 5.85359 -1.61788 1.59337 0.046
H -2.50808 -0.44853 -0.20929 -0.071
N 0.11701 -4.99462 -2.36133 0.051
H 0.43475 -3.35630 1.11251 0.082
H 0.01617 -0.36013 1.44677 0.118
H -1.15081 4.26118 -7.25407 0.076
H -2.27856 0.59167 -4.84679 0.059
C -0.98417 4.73129 -6.28564 -0.068
H -5.69358 -0.83673 2.19595 0.116
H 2.84427 -1.77584 3.38251 0.080
C -0.67813 5.03053 2.45726 -0.109
H -2.18687 3.23826 -4.34608 0.067
H -2.55655 2.86060 2.36960 0.065
H 0.51734 -4.52393 -1.55261 0.047
H -3.04541 5.26005 -6.24445 0.135
N -2.76161 3.53239 -5.13214 0.042
H 5.50901 -1.02417 0.84467 0.077
H 0.11102 5.50172 -2.17212 0.079
C -6.12626 0.11737 4.78930 -0.071
C 1.71798 -6.81546 -2.27772 -0.071
H -6.89110 0.55732 5.42855 0.074
C 2.56752 -2.44774 2.56728 -0.069
H 6.20347 -0.97468 2.29854 0.076
H 0.26462 4.59839 -3.68716 0.077
H 2.12187 -3.34588 2.99886 0.067
I -0.69380 -0.98075 -2.69184 0.946
H 4.20913 -4.87737 -1.67848 0.091
H -1.84890 6.81171 -4.66481 0.121
C -0.21177 5.45972 -3.21202 -0.103
H 0.91074 -0.26075 2.97296 0.124
C -2.27708 5.84662 -4.36220 -0.207
H 10.04381 -0.15759 2.87911 0.087
O -1.62186 5.35961 -3.20802 -0.201
H 0.28955 -1.50017 4.69501 0.096
H -7.04018 1.07337 3.12084 0.135
H 0.61430 -2.32499 -0.11378 0.023
P -3.53073 -1.37343 -0.54352 0.802
H 8.93370 -1.42845 3.41635 0.074
H 1.94643 -3.95887 -4.24606 0.119
H 8.28312 -3.95878 1.92097 0.079
H -1.77064 2.39448 0.85508 0.080
H 0.25270 -3.16938 4.08484 0.079
H -0.10467 5.75156 3.03874 0.087
C 1.22816 -5.61578 -3.08466 -0.431



14
Properties=species:S:1:pos:R:3:lowdin_charge:R:1 method="wB97M-V/def2-TZVPD" energy_ev=-8268.1004 gap_ha=0.361 smiles="CN(C)C(N)=O"
O -1.66150 0.72974 -1.05138 0.085
H 0.86991 0.81247 -2.15836 0.103
H 0.97743 -0.36112 1.55043 0.097
H 0.45567 -1.97861 0.57169 0.129
H -2.62735 -0.20588 0.92684 0.082
C 0.92116 -0.90335 0.57018 -0.043
H -1.19845 -0.75982 1.65060 0.087
H 1.92497 -1.07749 0.38771 0.041
H 1.82967 1.17911 -0.63358 0.080
C 0.86860 1.06665 -1.08464 -0.050
H 0.26812 1.96444 -0.92784 0.095
N 0.21414 0.05140 -0.34697 -0.162
N -1.74180 -0.62811 0.77794 0.147
C -1.10056 0.11057 -0.23262 -0.690